<a>
Entry from OMol25: a single C5H6O3 molecule (ωB97M-V/def2-TZVPD).

As for the SMILES: O=C(O)C(=O)C1CC1. The calculation puts the LUMO energy at -0.259 eV. The HOMO energy is -9.736 eV. Its gap between HOMO and LUMO is 9.48 eV.

```
! wB97M-V def2-TZVPD RIJCOSX def2/J DEFGRID3
* xyz 0 1
O 0.88769 2.39339 0.22304
O 0.53589 2.50885 -2.14478
O -0.13058 -0.38622 -2.05665
C -0.33644 -0.25442 0.45765
C 0.19780 -1.59189 0.75357
C -0.17378 0.35582 -1.11348
C -1.30920 -1.35388 0.71731
C 0.47628 1.91432 -1.03930
H -1.89999 -2.03445 -0.13415
H 0.73756 -1.91902 -0.10093
H 0.91933 -1.68245 1.68182
H 0.09553 0.38064 1.09871
H 1.72508 3.16384 -0.08960
H -1.72517 -1.49454 1.74678
*
```

***

<b>
Entry from OMol25: a single C5H6O3 molecule (ωB97M-V/def2-TZVPD).

As for the SMILES: O[C@H]1[C@H]2OC=CO[C@@H]12. The calculation puts the LUMO energy at 0.790 eV. The HOMO energy is -8.305 eV. Its gap between HOMO and LUMO is 9.09 eV.

```
! wB97M-V def2-TZVPD RIJCOSX def2/J DEFGRID3
* xyz 0 1
O -1.21917 -0.41777 -1.23099
O 0.38592 -1.30701 0.51506
O 0.57721 1.39035 -0.22478
C 1.50238 -0.77205 -0.05212
C 1.57538 0.49341 -0.32240
C -0.55616 -0.34296 0.95859
C -1.56134 0.06357 -0.02820
C -0.55290 1.11468 0.51385
H -0.65020 1.88673 1.30220
H -1.03680 -1.47507 -1.23997
H -2.67473 0.06621 0.16147
H 2.44973 0.83383 -0.92333
H -0.75756 -0.43215 2.06377
H 2.27368 -1.54402 -0.25670
*
```

***

<c>
Entry from OMol25: 2 unconnected molecules or ions with the total composition C5H6O3 (ωB97M-V/def2-TZVPD).

The calculation puts the LUMO energy at -0.194 eV. The HOMO energy is -7.786 eV. Its gap between HOMO and LUMO is 7.59 eV.

```
! wB97M-V def2-TZVPD RIJCOSX def2/J DEFGRID3
* xyz 0 1
O 1.33521 -0.33327 -0.96885
O -1.76170 0.53578 0.34784
O 0.08087 1.10278 1.51906
C -2.18288 -0.00065 -0.76540
C -0.47292 0.49405 0.45088
C -0.94415 -0.32116 -1.49972
C 1.39816 0.44467 1.55790
C 0.08745 -0.26769 -0.55861
H -0.68222 -0.87810 -2.40938
H 2.20893 0.82485 0.83333
H 1.12916 -0.72675 1.12422
H 1.88892 0.65930 2.63544
H -3.21360 0.00327 -0.73772
H 1.12878 -1.53708 -1.52898
*
```

***

The most stable arrangement is <b>, and the next structure is 28.7 kJ/mol less stable.

***

<a>
Entry from OMol25: a single C5H6O3 molecule (ωB97M-V/def2-TZVPD).

The calculation puts the LUMO energy (spin up / spin down) at 0.011 / -0.469 eV. The HOMO energy (spin up / spin down) is -7.547 / -7.235 eV. Its gap between HOMO and LUMO (spin up / spin down) is 7.56 / 6.77 eV.

```
! wB97M-V def2-TZVPD RIJCOSX def2/J DEFGRID3
* xyz 0 1
O -1.29091 -0.49760 0.62421
O -0.54862 -0.37868 2.75074
O -0.04316 -0.77986 -2.71584
C 1.14367 0.21894 -0.94410
C -1.20561 -0.64343 -0.70918
C -0.05556 -0.47066 -1.52411
C 1.08214 1.41548 -0.38054
C -0.33804 -0.64762 1.46088
H -2.16388 -0.84141 -1.16159
H 0.68528 -0.88202 1.21150
H 0.15188 1.95944 -0.30524
H 1.96942 1.95354 -0.08500
H -1.47741 -0.13058 2.89266
H 2.09080 -0.27553 -1.11437
*
```

***

<b>
Entry from OMol25: a single C5H6O3 molecule (ωB97M-V/def2-TZVPD).

As for the SMILES: O=C1CC(=O)[C@H](O)C1. The calculation puts the LUMO energy at 0.276 eV. The HOMO energy is -9.863 eV. Its gap between HOMO and LUMO is 10.14 eV.

```
! wB97M-V def2-TZVPD RIJCOSX def2/J DEFGRID3
* xyz 0 1
O -0.36746 1.64080 -2.16435
O 1.48672 0.16958 1.60849
O 0.33067 -2.20164 0.75472
C -0.29592 1.04998 -1.13875
C 0.52006 0.22522 0.87141
C -0.02196 1.50550 0.25561
C -0.30137 -0.98810 0.46756
C -0.28099 -0.61521 -1.00345
H 1.01060 -2.03585 1.45210
H -0.95572 1.86015 0.72371
H 0.61891 -1.01083 -1.47855
H 0.70148 2.32103 0.29769
H -1.14094 -0.97610 -1.56827
H -1.30409 -0.94451 0.92209
*
```

***

The most stable arrangement is <b>, and the next structure is 318.3 kJ/mol less stable.